[1]
Computed, not measured: a cluster of 10 separate species, C32H78Br3N21O11PS in total, with ωB97M-V/def2-TZVPD.

Total charge: +1
Gap between HOMO and LUMO, eV: 7.52
HOMO level, Eh: -0.371
Electronic energy, eV: -318499.846
Multiplicity: 1

Geometry (Å):
C 0.20741 2.70457 -2.69851
C -0.18831 2.79289 -1.33498
N -0.50707 2.98055 0.11816
C -1.91669 2.43217 0.43923
O -2.91347 2.69357 -0.57745
C -3.29613 1.70529 -1.51582
C -3.73703 0.20978 -1.09086
C -3.02818 -0.83969 -2.18913
O -5.20205 -0.08383 -1.23844
C -2.23123 3.10847 1.93705
C -3.81568 3.20757 2.09108
C -4.81500 1.96831 1.75525
C -5.96112 2.41070 0.61567
P -1.78934 4.99386 1.65903
C -2.23603 5.67340 -0.03692
C -2.87357 6.11658 2.82744
N -1.37339 2.48355 3.07728
C -1.61703 3.24073 4.39578
C -0.94311 2.69304 5.74742
C 0.61034 2.34381 6.13924
N -1.75612 2.53347 6.88254
C -1.85911 1.05103 3.33033
Br -3.45366 0.77198 4.57754
C -0.85812 -0.08233 3.85685
C -1.49484 -1.30821 4.78282
C 0.07693 2.61372 2.68568
S 1.06993 4.12053 3.32549
C 0.50309 2.41840 1.07836
Br 0.91314 0.43594 0.67474
C 2.07180 2.94162 0.78971
Br 3.01157 1.75323 -0.60213
C 2.23209 4.43078 0.16688
C 3.67432 5.08974 0.68567
H 0.60557 2.89470 -3.80703
H -1.77494 1.27972 0.46258
H -4.22366 2.14464 -2.13421
H -2.45419 1.59125 -2.35662
H -3.31425 -0.17431 -0.04255
H -2.92560 -1.87141 -1.59726
H -1.93841 -0.52456 -2.47633
H -3.73187 -1.06906 -3.09989
H -5.29116 -1.08910 -1.08887
H -4.16910 4.02418 1.28173
H -4.23876 3.69898 3.09597
H -4.31526 0.94023 1.52536
H -5.48515 1.77379 2.72664
H -6.61195 3.24347 1.17088
H -5.49526 2.94125 -0.31643
H -6.70366 1.54212 0.36241
H -1.65070 5.14763 -0.92846
H -1.95009 6.81545 -0.09101
H -3.39916 5.57383 -0.23286
H -2.74430 7.20642 2.35341
H -2.44626 6.20301 3.91109
H -4.01742 5.88723 2.75564
H -1.33290 4.40046 4.36122
H -2.77731 3.41947 4.62744
H 1.10455 3.34846 6.55300
H 1.25462 1.87635 5.28580
H 0.68260 1.58243 7.05607
H -2.74291 2.77012 6.67897
H -2.35348 0.55095 2.36291
H -0.46359 -0.69791 2.91131
H 0.09763 0.23339 4.44467
H -2.37539 -1.88588 4.27760
H -1.64224 -1.03486 5.90870
H -0.60338 -2.10987 4.80018
H 0.81143 1.79955 3.16030
H 0.93519 5.21902 2.48276
H 2.79912 2.68963 1.70374
H 1.32207 5.15784 0.33581
H 2.35076 4.34125 -1.01600
H 4.37987 5.22472 -0.26626
H 3.54393 6.16328 1.14300
H 4.24398 4.33925 1.39553
C 3.48966 0.81825 -4.64731
O 4.65426 1.17842 -4.57943
N 2.70587 0.68295 -3.56242
N 2.88583 0.52462 -5.81299
H 1.74473 0.38775 -3.59817
H 3.12165 0.89420 -2.66462
H 3.44070 0.61356 -6.65426
H 1.92804 0.22662 -5.88899
C 3.54340 -3.45079 -0.38900
O 3.41850 -4.65336 -0.55876
N 2.77315 -2.75302 0.46509
N 4.46252 -2.71577 -1.04062
H 2.86099 -1.76260 0.61855
H 2.06840 -3.26856 0.97607
H 5.06320 -3.20255 -1.69311
H 4.58056 -1.72481 -0.91411
C 7.51828 -4.60170 -1.29265
O 6.86159 -3.63374 -1.64254
N 7.23460 -5.31125 -0.18553
N 8.58420 -5.04555 -1.98290
H 7.76345 -6.11119 0.11879
H 6.43953 -5.01053 0.36308
H 8.83196 -4.53951 -2.82317
H 9.13713 -5.84064 -1.71075
C 6.91828 3.16194 2.95887
O 6.26159 4.12989 2.60897
N 6.63460 2.45239 4.06598
N 7.98420 2.71808 2.26862
H 7.16345 1.65245 4.37031
H 5.83953 2.75311 4.61459
H 8.23196 3.22412 1.42835
H 8.53713 1.92300 2.54076
C -0.48613 -4.43355 1.21891
O 0.49950 -4.10100 1.85808
N -1.73613 -4.33535 1.70625
N -0.41056 -4.92776 -0.02996
H -2.56008 -4.60389 1.19518
H -1.83753 -3.96789 2.64340
H 0.51236 -5.01805 -0.43442
H -1.21070 -5.20687 -0.57202
C -1.81437 -5.54400 -3.29129
O -1.83951 -4.96933 -2.21439
N -2.31641 -5.00322 -4.41608
N -1.28227 -6.76933 -3.44967
H -2.30486 -5.46079 -5.31201
H -2.72642 -4.08140 -4.34068
H -0.89318 -7.21220 -2.62748
H -1.25224 -7.25844 -4.32820
C -2.11538 -2.53227 8.57029
O -1.43458 -2.65573 7.56436
N -2.56460 -3.58436 9.27805
N -2.47714 -1.33318 9.06115
H -3.12617 -3.50283 10.10883
H -2.31470 -4.50556 8.94266
H -2.15961 -0.51484 8.55814
H -3.03708 -1.21140 9.88794
C 0.58563 -1.95501 -7.86952
O 0.56049 -1.38033 -6.79262
N 0.08359 -1.41423 -8.99431
N 1.11773 -3.18033 -8.02790
H 0.09514 -1.87180 -9.89025
H -0.32642 -0.49241 -8.91892
H 1.50682 -3.62320 -7.20571
H 1.14776 -3.66944 -8.90644
C -3.35385 -3.89602 -10.29339
O -4.18042 -4.66347 -10.76072
N -2.43293 -4.28029 -9.39124
N -3.28979 -2.59747 -10.63882
H -1.74417 -3.66312 -8.99512
H -2.44634 -5.25026 -9.10398
H -3.96531 -2.26712 -11.31561
H -2.61644 -1.95028 -10.26505

Cartesian forces (eV/Å) of the 2 atoms listed first:
C -2.54 1.28 9.62
C 3.06 0.07 -8.63

---

[2]
Computed, not measured: a cluster of 2 separate species, C13H26N5O7P2S in total, with ωB97M-V/def2-TZVPD.

Total charge: +1
Gap between HOMO and LUMO, eV: 8.35
HOMO level, Eh: -0.419
Electronic energy, eV: -65093.933
Multiplicity: 1

Geometry (Å):
C -3.16951 0.47701 -0.81198
C -2.32415 -0.28478 -1.15963
C -1.32625 -1.03439 -1.90783
N -0.02572 -0.38295 -1.90250
C 1.15532 -0.92645 -1.53930
N 1.37272 -2.15867 -1.09174
C 2.68195 -2.63083 -0.71190
P 3.46258 -1.57018 0.58675
O 2.52013 -0.62958 1.20000
O 4.64969 -0.78607 -0.14175
O 4.18655 -2.51824 1.62140
N 2.13415 -0.03011 -1.68541
C 1.56218 1.08775 -2.11047
C 2.37670 2.31087 -2.29362
C 2.31230 3.18155 -1.02263
C 3.60003 3.95697 -0.81035
S 3.70440 5.39571 -1.93228
N 0.22650 0.91163 -2.28774
P -0.95561 2.17349 -2.86977
N -0.04784 2.98443 -4.07243
O -2.03305 1.30858 -3.75488
H -3.98563 1.06896 -0.47519
H -1.24575 -2.00875 -1.43408
H -1.66329 -1.22763 -2.92312
H 0.60224 -2.79418 -1.00449
H 3.33632 -2.65933 -1.58376
H 2.63178 -3.64947 -0.34617
H 4.57836 -0.84920 -1.09959
H 4.04101 -2.11901 2.49341
H 2.15590 2.87691 -3.18705
H 3.40331 1.97300 -2.38554
H 2.19453 2.50677 -0.17199
H 1.44806 3.84110 -1.01829
H 4.45754 3.32690 -1.02545
H 3.68551 4.30919 0.21099
H 2.39937 5.62651 -2.13226
H 0.68920 2.39698 -4.46158
H -0.66898 3.21790 -4.84373
H -1.56239 0.75842 -4.40162
C -1.20679 -1.77424 3.33224
C -2.32012 -0.81928 2.95566
O -3.57928 -1.49532 2.85336
C -4.19007 -1.73602 4.01776
O -3.78524 -1.42040 5.10362
O -5.32263 -2.38451 3.76122
C -6.06364 -2.76069 4.92766
H -1.18144 -2.62002 2.64229
H -0.24242 -1.26605 3.30627
H -1.35877 -2.17420 4.33368
H -2.13179 -0.39743 1.96901
H -2.38903 0.00887 3.66010
H -6.23354 -1.90418 5.57523
H -5.53740 -3.54390 5.47017
H -7.01801 -3.14342 4.57929

Cartesian forces (eV/Å) of the 2 atoms listed first:
C -0.65 0.13 0.48
C 0.38 0.14 -0.80

---

[3]
Computed, not measured: a cluster of 9 separate species, C40H104Cl4N12O10P4 in total, with ωB97M-V/def2-TZVPD.

Gap between HOMO and LUMO, eV: 8.39
HOMO level, Eh: -0.294
Electronic energy, eV: -168774.729
Multiplicity: 1

Geometry (Å):
C 2.71470 -2.80213 -1.26193
N 3.62081 -1.62981 -1.29697
C 3.62251 -0.79229 -0.04876
P 4.90588 -1.62885 -2.35039
O 5.68396 -0.38750 -2.22975
N 5.82977 -3.01733 -2.11192
C 6.96604 -3.19114 -3.08441
C 6.16916 -3.48940 -0.79270
N 4.27492 -1.73736 -3.91894
C 3.87277 -0.47145 -4.52430
C 3.69444 -2.85854 -4.52734
H 1.65614 -2.67471 -1.53644
H 2.67017 -3.28298 -0.25754
H 3.13440 -3.53256 -1.96558
H 4.62630 -0.37637 0.15786
H 3.41891 -1.47601 0.80351
H 2.84697 -0.03191 0.01257
H 7.89201 -2.94829 -2.55577
H 7.03399 -4.23893 -3.42994
H 6.95697 -2.55966 -3.93691
H 5.57918 -2.95422 -0.04752
H 5.98771 -4.56958 -0.70330
H 7.21417 -3.24544 -0.60761
H 3.90431 -0.62195 -5.60579
H 2.86327 -0.15897 -4.23319
H 4.54363 0.32780 -4.28575
H 4.10514 -3.71698 -4.00682
H 3.97079 -2.82567 -5.57261
H 2.57780 -2.88767 -4.50090
C -4.90577 5.13789 -1.58019
N -4.36387 3.80352 -1.73572
C -2.90435 3.86678 -1.49914
P -5.24174 2.43576 -1.39157
O -5.25231 2.08029 0.06146
N -6.80711 2.67606 -1.94811
C -7.94643 2.70210 -0.97273
C -7.13713 3.12117 -3.28588
N -4.47471 1.20200 -2.25551
C -4.24358 -0.07111 -1.57443
C -4.02044 1.35812 -3.60923
H -4.52808 5.73245 -2.40731
H -4.63031 5.63500 -0.64056
H -6.00497 5.17500 -1.62147
H -2.43163 2.91327 -1.75846
H -2.66253 4.10171 -0.45495
H -2.44556 4.58298 -2.19835
H -7.54572 2.18940 -0.11579
H -8.26119 3.74949 -0.68381
H -8.84790 2.17103 -1.33948
H -6.42493 3.85728 -3.68713
H -7.16887 2.28417 -3.97003
H -8.11715 3.56164 -3.26334
H -4.73177 -0.93467 -2.07253
H -3.19081 -0.34711 -1.49976
H -4.70307 0.10276 -0.60528
H -2.94626 1.09592 -3.72884
H -4.20746 2.35207 -3.96672
H -4.53081 0.64045 -4.32764
C 1.48540 -3.93464 2.30946
N 1.59817 -3.76836 3.76460
C 1.20036 -5.01986 4.48379
P 2.56924 -2.71186 4.58321
O 3.99557 -3.10380 4.66685
N 2.37710 -1.21256 3.92869
C 1.06218 -0.59882 3.72439
C 3.54389 -0.36948 3.66308
N 1.90231 -2.58522 6.13417
C 0.54388 -2.58930 6.60547
C 2.82580 -2.55064 7.25970
H 1.79332 -3.05321 1.77859
H 0.46168 -4.09730 1.99491
H 2.11382 -4.77517 1.94316
H 0.15845 -4.93130 4.82294
H 1.94095 -5.18292 5.29660
H 1.28109 -5.84297 3.76623
H 1.15731 0.01141 2.84112
H 0.28459 -1.34380 3.50711
H 0.74741 -0.00778 4.59170
H 3.75640 0.33895 4.47938
H 4.45947 -0.94349 3.57488
H 3.42007 0.20240 2.71402
H 0.39674 -3.25894 7.42987
H 0.11877 -1.57741 6.81659
H -0.13691 -2.97218 5.84089
H 3.88012 -2.55101 6.98155
H 2.72773 -3.35454 7.99171
H 2.72933 -1.62893 7.85667
C -2.32274 -5.79919 3.21081
N -3.16518 -4.77731 3.66352
C -3.59979 -4.97516 5.02718
P -3.11590 -3.32577 2.84745
O -1.72729 -2.84288 2.61303
N -3.91566 -3.57840 1.34333
C -5.07137 -4.43900 1.15960
C -3.75230 -2.63587 0.30745
N -4.04612 -2.37044 3.78254
C -5.52028 -2.47875 3.88388
C -3.50251 -1.07200 4.21167
H -1.34184 -5.78557 3.66875
H -2.19903 -5.67672 2.12540
H -2.76697 -6.79680 3.32941
H -2.76252 -5.14767 5.73232
H -4.19597 -5.87190 5.09711
H -4.21689 -4.13863 5.36652
H -5.13439 -4.67638 0.08011
H -4.91665 -5.38521 1.71694
H -6.04550 -4.03880 1.36354
H -4.25961 -3.00318 -0.60229
H -4.16716 -1.64495 0.48632
H -2.72944 -2.52809 -0.03491
H -5.81714 -3.49912 4.06133
H -5.90914 -1.82468 4.64359
H -6.03290 -2.20044 2.95476
H -3.94632 -0.26237 3.63559
H -2.41490 -1.02438 4.28571
H -3.97281 -0.96119 5.21558
C 4.47975 3.60235 -1.48327
C 4.44392 4.14720 -0.07136
O 3.46307 3.62618 0.81355
C 3.88471 3.30623 2.08538
C 2.73346 2.87696 2.95105
O 5.00549 3.41480 2.45102
H 4.92009 2.58887 -1.53524
H 4.97626 4.30158 -2.15466
H 3.46690 3.48521 -1.83980
H 5.42890 4.06905 0.41240
H 4.17073 5.21676 -0.13841
H 2.06627 2.25990 2.33313
H 2.26344 3.79232 3.29744
H 3.05894 2.33547 3.87385
C 2.46162 3.07631 -5.40257
C 1.52345 4.25636 -5.20823
O 2.27032 5.46499 -4.96756
C 2.23196 5.96695 -3.74022
C 2.75716 7.36071 -3.60291
O 1.71542 5.38103 -2.78794
H 3.02637 2.85930 -4.48304
H 3.17678 3.30535 -6.19945
H 1.93893 2.22795 -5.75798
H 0.90088 4.40593 -6.06079
H 0.99915 4.11763 -4.29570
H 3.84682 7.34063 -3.72549
H 2.47706 7.81810 -2.65116
H 2.39910 7.94285 -4.46435
C 1.12868 2.01057 -2.07409
C 0.37031 0.68243 -2.15086
O -0.79064 0.69506 -1.33171
C -0.62133 0.19926 -0.06018
C -1.78175 0.43397 0.82439
O 0.34373 -0.41489 0.29626
H 0.58360 2.86916 -2.42406
H 2.01490 1.92671 -2.71764
H 1.42766 2.28980 -1.08865
H 0.04506 0.50923 -3.19121
H 1.06306 -0.11448 -1.90431
H -2.40957 1.14853 0.33535
H -1.44913 0.76460 1.81319
H -2.35626 -0.49334 0.92167
Cl 1.01896 7.72451 0.19404
C -0.08389 6.37804 0.40155
C 0.78103 5.16104 0.44891
Cl -0.24952 3.77185 0.85024
H -0.77576 6.33286 -0.42163
H -0.62043 6.44196 1.32432
H 1.51504 5.26667 1.25678
H 1.32875 4.96520 -0.48973
Cl 0.20273 -1.23213 -5.42479
C -0.54656 -2.24216 -4.11028
C -1.94597 -1.87101 -3.72541
Cl -3.10337 -2.44292 -4.94083
H 0.11860 -2.09577 -3.28082
H -0.42130 -3.24378 -4.51686
H -2.06909 -0.80013 -3.60252
H -2.29080 -2.38974 -2.83471

Cartesian forces (eV/Å) of the 2 atoms listed first:
C 0.58 -0.48 0.09
N -0.96 -0.04 1.29